{
  "formula": "C38H37IrN2P2S2",
  "method": "the ωB97M-V functional and the def2-TZVPD basis",
  "symbols": ["Ir", "S", "S", "P", "P", "N", "N", "C", "C", "C", "C", "C", "C", "C", "C", "C", "C", "C", "C", "C", "C", "C", "C", "C", "C", "C", "C", "C", "C", "C", "C", "C", "C", "C", "C", "C", "C", "C", "C", "C", "C", "C", "C", "C", "C", "H", "H", "H", "H", "H", "H", "H", "H", "H", "H", "H", "H", "H", "H", "H", "H", "H", "H", "H", "H", "H", "H", "H", "H", "H", "H", "H", "H", "H", "H", "H", "H", "H", "H", "H", "H", "H"],
  "positions_angstrom": [[-0.109102, 0.263582, 0.017413], [2.433596, 1.121772, -7.144688], [-1.740294, 2.024109, -0.006561], [-0.023026, -0.772643, -2.066803], [1.866489, 1.013700, -1.007383], [1.094987, 0.528106, -2.523423], [-0.912597, -0.151987, 1.952828], [-1.315617, -1.817861, -4.281073], [1.971999, -2.429013, -3.121783], [-3.935487, 2.442599, 3.283732], [-3.383801, -0.963933, -5.160835], [-3.496753, 1.414871, 4.089503], [3.336042, 0.001321, -0.836336], [3.723502, -0.338523, 0.458811], [-2.018054, -0.536626, 4.471071], [3.174666, 5.370954, -1.418684], [-3.433431, -0.011786, -4.148580], [-3.377882, 2.612510, 2.024862], [-2.334223, -1.870574, -5.220708], [-2.424633, 0.041625, -3.202992], [-2.367153, 1.760997, 1.547649], [5.665573, -1.453748, -0.403151], [4.133569, -0.384045, -1.912898], [-0.492423, -1.152777, 2.726278], [4.032461, 4.355469, -1.829700], [0.845987, 1.263688, -4.939465], [0.903190, -2.296393, -2.239469], [3.653676, 3.030470, -1.701223], [-1.901307, 0.687262, 2.393177], [1.552785, 3.737810, -0.737334], [0.451742, -3.404048, -1.522553], [-1.346769, -0.845587, -3.276491], [5.290501, -1.110747, -1.698240], [4.076423, 1.653686, -7.542024], [2.400367, 2.715723, -1.164856], [-2.478484, 0.524009, 3.658312], [0.565364, -2.059692, 2.188848], [2.602523, -3.654385, -3.266068], [-1.038634, -1.363152, 4.004924], [2.157210, -4.752452, -2.541419], [1.939633, 5.063348, -0.867457], [4.886295, -1.063179, 0.674950], [0.628331, 1.579153, -3.459471], [2.307105, 1.370392, -5.374967], [1.077380, -4.630215, -1.676905], [2.747737, 2.347918, -5.151473], [4.349352, 2.246913, -1.975426], [1.129151, 2.511116, -3.198890], [4.233503, 1.475855, -8.603859], [1.285455, 5.853096, -0.524252], [3.437366, -3.759787, -3.946006], [1.017770, -2.650753, 2.981388], [5.009626, 4.601618, -2.223283], [1.349112, -1.490899, 1.681028], [-0.405861, -3.317323, -0.864448], [-2.445622, -0.680953, 5.455251], [0.128329, -2.745763, 1.461216], [3.481854, 6.404206, -1.509616], [0.722392, -5.492163, -1.128617], [5.907799, -1.411068, -2.534458], [4.795963, 1.088518, -6.943867], [0.447226, 0.274388, -5.169721], [0.254725, 1.986397, -5.507003], [-4.179906, -1.012731, -5.891763], [2.945601, 0.610566, -4.908830], [2.647346, -5.709621, -2.657565], [6.571167, -2.021576, -0.237931], [-0.511666, -2.540936, -4.316214], [-3.925710, 1.270030, 5.073137], [3.127266, -0.013550, 1.305989], [3.845550, -0.120427, -2.923647], [5.184901, -1.320161, 1.681959], [-2.317821, -2.630826, -5.990000], [4.172018, 2.718738, -7.312391], [2.301794, -1.572513, -3.695032], [-4.268642, 0.672709, -4.089618], [-4.710489, 3.113132, 3.626823], [-2.486277, 0.758958, -2.392253], [-3.717221, 3.414063, 1.381160], [0.600541, 3.498273, -0.282737], [-0.666325, -2.181888, 4.603729], [-0.440464, 1.751490, -3.327174]],
  "forces_ev_per_angstrom": [[0.0, 0.1, 0.0], [0.0, 0.0, 0.0], [0.0, -0.1, 0.1], [0.2, 0.1, -0.2], [-0.1, -0.2, 0.0], [-0.1, 0.1, 0.0], [0.0, 0.0, 0.1], [0.0, 0.0, 0.0], [0.0, 0.0, 0.0], [0.0, 0.0, 0.1], [0.0, 0.0, 0.0], [0.0, 0.0, 0.0], [0.1, 0.0, 0.0], [0.0, 0.0, 0.1], [0.0, 0.0, 0.0], [0.0, 0.0, 0.0], [0.0, 0.0, 0.0], [0.0, 0.0, -0.1], [0.0, 0.0, 0.0], [0.0, 0.0, 0.1], [0.0, 0.0, 0.1], [0.0, 0.0, -0.1], [0.0, 0.0, 0.0], [0.0, 0.0, 0.0], [0.0, 0.1, 0.0], [0.0, -0.1, 0.0], [0.0, 0.0, 0.0], [0.0, -0.1, 0.0], [0.0, 0.0, -0.1], [0.0, 0.0, 0.0], [0.0, 0.0, 0.0], [0.1, 0.0, 0.0], [0.0, 0.0, 0.1], [0.0, 0.0, 0.0], [0.0, 0.0, 0.0], [0.0, 0.0, 0.0], [0.0, 0.1, 0.0], [0.0, 0.0, 0.0], [0.0, 0.0, 0.0], [0.0, 0.0, 0.0], [0.0, 0.0, 0.0], [0.0, 0.0, 0.0], [0.0, -0.1, 0.0], [0.0, 0.0, 0.0], [0.0, 0.0, 0.0], [0.0, 0.0, 0.0], [0.0, 0.0, 0.0], [0.0, 0.0, 0.0], [0.0, 0.0, 0.0], [0.0, 0.0, 0.0], [0.0, 0.0, 0.0], [0.0, 0.0, 0.0], [0.0, 0.0, 0.0], [0.0, 0.0, 0.0], [0.0, 0.0, 0.0], [0.0, 0.0, 0.0], [0.0, 0.0, 0.0], [0.0, 0.0, 0.0], [0.0, 0.0, 0.0], [0.0, 0.0, 0.0], [0.0, 0.0, 0.0], [0.0, 0.0, 0.0], [0.0, 0.0, 0.0], [0.0, 0.0, 0.0], [0.0, 0.0, 0.0], [0.0, 0.0, 0.0], [0.0, 0.0, 0.0], [0.0, 0.0, 0.0], [0.0, 0.0, 0.0], [0.0, 0.0, 0.0], [0.0, 0.0, 0.0], [0.0, 0.0, 0.0], [0.0, 0.0, 0.0], [0.0, 0.0, 0.0], [0.0, 0.0, 0.0], [0.0, 0.0, 0.0], [0.0, 0.0, 0.0], [0.0, 0.0, 0.0], [0.0, 0.0, 0.0], [0.0, 0.0, 0.0], [0.0, 0.0, 0.0], [0.0, 0.0, 0.0]],
  "mulliken_charge": [2.224, 0.391, -0.363, -1.133, -0.597, 0.636, -0.137, -0.410, 0.463, -0.846, -0.636, -0.710, 1.211, -1.295, -0.708, -0.549, -0.876, -0.530, -0.779, -0.044, 1.031, -0.806, 0.400, 1.134, -0.854, -1.028, 0.337, -0.367, -0.091, 0.161, -0.650, 0.927, -0.719, -0.782, 0.281, 0.855, -1.221, -0.747, -0.941, -0.686, -0.763, -0.823, -0.742, -0.216, -0.896, 0.448, 0.467, 0.876, 0.387, 0.460, 0.479, 0.542, 0.490, 0.012, 0.534, 0.479, 0.228, 0.431, 0.488, 0.475, 0.336, 0.352, 0.643, 0.444, -0.024, 0.444, 0.447, 0.453, 0.439, 0.498, 0.061, 0.475, 0.479, 0.358, 0.403, 0.468, 0.431, 0.225, 0.503, 0.203, 0.486, -0.023],
  "multiplicity": 6,
  "total_charge": 3,
  "energy_ev": -86048.4871,
  "largest_force_ha_per_bohr": 0.00552,
  "lumo_energy_ev": [-7.7, -11.7]
}

{
  "formula": "C38H37N4OPbS6",
  "method": "the ωB97M-V functional and the def2-TZVPD basis",
  "symbols": ["Pb", "S", "S", "S", "S", "S", "S", "O", "N", "N", "N", "N", "C", "C", "C", "C", "C", "C", "C", "C", "C", "C", "C", "C", "C", "C", "C", "C", "C", "C", "C", "C", "C", "C", "C", "C", "C", "C", "C", "C", "C", "C", "C", "C", "C", "C", "C", "C", "C", "C", "H", "H", "H", "H", "H", "H", "H", "H", "H", "H", "H", "H", "H", "H", "H", "H", "H", "H", "H", "H", "H", "H", "H", "H", "H", "H", "H", "H", "H", "H", "H", "H", "H", "H", "H", "H", "H"],
  "positions_angstrom": [[1.456065, 1.296063, -0.410774], [1.605765, 0.807493, 2.160751], [-0.223120, -5.845417, 0.449346], [0.710971, 3.844888, 0.085720], [-1.992826, 1.215687, -1.167941], [0.890790, -1.254628, -2.830159], [1.003034, -3.477421, -0.814744], [-1.017058, 0.797246, -0.098942], [3.716520, 2.970310, -0.227566], [-0.904849, -3.234861, -2.478796], [-1.184084, -4.335839, -1.669663], [3.834201, -0.048440, 0.180555], [3.339532, -1.091645, 1.031917], [-2.456144, -4.933703, -1.917598], [2.147572, 4.629967, 0.712471], [1.822231, -1.855837, 2.731506], [-3.452030, 1.712237, -0.216908], [1.962667, 5.830898, 1.414230], [0.218180, -2.669027, -2.153103], [-2.334722, -1.951277, -0.026043], [4.926956, 2.215842, 0.148761], [-2.612703, -0.317395, -1.909332], [-3.300423, -4.324445, -2.849723], [3.468167, 4.185387, 0.523712], [4.527538, 4.976217, 0.967206], [-4.200319, -3.212779, 0.819259], [-2.457539, 2.728985, 1.841633], [-4.141117, -6.608394, -1.538704], [-2.847919, -2.898211, 0.846127], [-2.409138, 5.108326, 2.176171], [3.331876, -3.414742, 1.719324], [-3.117233, 2.905440, 0.629047], [-4.529165, -1.612695, -0.940622], [2.317240, -3.145465, 2.621536], [3.833992, -2.388900, 0.932791], [-4.550212, -4.859134, -3.108034], [-3.171795, -1.307505, -0.936304], [-3.057568, 5.291806, 0.963760], [-2.105097, 3.826718, 2.610012], [2.310405, -0.805841, 1.952775], [-5.042644, -2.565023, -0.071916], [3.696236, 3.289820, -1.662634], [4.321054, 6.159775, 1.655157], [-4.985845, -6.001929, -2.452691], [-3.405510, 4.193874, 0.191795], [-0.272357, -4.647443, -0.719347], [-2.882633, -6.089184, -1.267294], [3.019977, 6.581795, 1.888684], [4.679797, 0.906174, 0.888263], [4.409469, -0.498177, -1.075652], [1.012985, -1.640914, 3.418024], [4.205301, 1.127364, 1.843133], [-3.720811, 0.847040, 0.390231], [-5.183997, -1.121617, -1.652886], [-4.454857, -7.505210, -1.018618], [-2.180758, -3.413216, 1.524797], [2.828318, 7.499077, 2.432278], [-1.568719, 3.678337, 3.538050], [-3.282136, 6.290776, 0.611908], [4.547943, 0.356986, -1.737044], [5.549258, 2.798995, 0.825726], [-1.725479, -0.701935, -2.422135], [-2.965871, -3.437719, -3.362149], [-3.901163, 4.338051, -0.761943], [-1.279808, -1.711301, -0.012736], [5.666724, 0.457393, 1.094050], [3.711563, -4.421239, 1.599644], [5.389280, -0.981881, -0.949052], [-2.188001, 1.729974, 2.160716], [1.890342, -3.940495, 3.219353], [5.545230, 4.671800, 0.761545], [-5.189972, -4.368311, -3.831429], [-3.346156, -0.019090, -2.662554], [-4.252054, 1.920431, -0.930819], [-4.592622, -3.972322, 1.483672], [-2.239345, -6.572001, -0.552222], [-2.123633, 5.965044, 2.773690], [3.719902, -1.183674, -1.568495], [5.531188, 2.048662, -0.746729], [4.611561, -2.612258, 0.214979], [-6.096437, -2.812282, -0.103606], [5.165710, 6.745106, 1.995589], [0.943915, 6.160200, 1.577101], [3.725508, 2.374162, -2.255803], [2.769804, 3.816636, -1.892759], [-5.966208, -6.414009, -2.656201], [4.547303, 3.923852, -1.945321]],
  "forces_ev_per_angstrom": [[0.0, 0.1, 0.0], [0.0, -0.1, -0.1], [0.0, 0.0, 0.0], [0.0, 0.0, 0.0], [0.0, 0.0, 0.0], [0.0, -0.1, -0.1], [0.0, -0.1, 0.0], [0.0, 0.0, 0.0], [0.0, 0.0, 0.0], [0.0, 0.0, 0.0], [0.0, 0.0, -0.1], [0.0, 0.1, 0.0], [0.0, 0.0, 0.0], [0.0, 0.0, 0.0], [0.0, 0.0, 0.0], [0.0, 0.0, 0.0], [-0.1, 0.0, 0.0], [0.0, 0.0, 0.0], [0.0, 0.1, 0.0], [0.0, 0.0, 0.0], [0.0, 0.0, 0.0], [0.0, -0.1, 0.0], [0.0, 0.0, 0.0], [0.0, -0.1, 0.0], [0.0, 0.0, 0.0], [0.0, 0.0, 0.0], [0.0, 0.0, 0.0], [0.0, 0.0, 0.0], [0.0, 0.0, 0.0], [0.0, 0.0, 0.0], [0.0, 0.0, 0.0], [0.0, 0.0, 0.0], [0.0, 0.0, 0.0], [0.0, 0.0, 0.0], [0.0, 0.0, 0.1], [0.0, 0.0, 0.0], [0.0, 0.0, 0.0], [0.0, 0.0, 0.0], [0.0, 0.0, 0.0], [0.0, 0.0, 0.0], [0.0, 0.0, 0.0], [0.0, 0.0, 0.0], [0.0, 0.0, 0.0], [0.0, 0.0, 0.0], [0.0, 0.0, 0.0], [0.0, 0.1, 0.1], [0.0, 0.0, 0.0], [0.0, 0.0, 0.0], [0.0, 0.0, 0.0], [0.0, 0.0, 0.0], [0.0, 0.0, 0.0], [0.0, 0.0, 0.0], [0.0, 0.0, 0.0], [0.0, 0.0, 0.0], [0.0, 0.0, 0.0], [0.0, 0.0, 0.0], [0.0, 0.0, 0.0], [0.0, 0.0, 0.0], [0.0, 0.0, 0.0], [0.0, 0.0, 0.0], [0.1, 0.0, 0.0], [0.0, 0.0, 0.0], [0.0, 0.0, 0.0], [0.0, 0.0, 0.0], [0.0, 0.0, 0.0], [0.0, 0.0, 0.0], [0.0, 0.0, 0.0], [0.0, 0.0, 0.0], [0.0, 0.0, 0.0], [0.0, 0.0, 0.0], [0.0, 0.0, 0.0], [0.0, 0.0, 0.0], [0.0, 0.0, 0.0], [0.0, 0.0, 0.0], [0.0, 0.0, 0.0], [0.0, 0.0, 0.0], [0.0, 0.0, 0.0], [0.0, 0.0, 0.0], [0.0, 0.0, 0.0], [0.0, 0.0, 0.0], [0.0, 0.0, 0.0], [0.0, 0.0, 0.0], [0.0, 0.0, 0.0], [0.0, 0.0, 0.0], [0.0, 0.0, 0.0], [0.0, 0.0, 0.0], [0.0, 0.0, 0.0]],
  "mulliken_charge": [0.853, -0.436, -0.410, -0.454, 0.451, -0.323, 0.104, -0.145, 1.386, -0.829, 0.584, 1.191, -0.163, 0.628, 0.647, -0.893, -1.101, -0.714, 0.067, -0.126, -0.958, -1.283, -0.196, -0.474, -0.401, -0.614, -0.039, -0.706, -0.883, -0.368, -0.877, 0.257, -0.293, -0.496, -0.044, -0.592, 0.651, -0.630, -0.614, 0.501, -0.782, -1.403, -0.939, -0.548, -0.339, 0.221, -0.516, -0.548, -1.380, -1.257, 0.408, 0.488, 0.401, 0.399, 0.376, 0.444, 0.369, 0.370, 0.366, 0.160, 0.356, 0.005, 0.414, 0.341, 0.838, 0.300, 0.323, 0.386, 0.211, 0.387, 0.431, 0.369, 0.663, 0.656, 0.405, 0.241, 0.415, 0.264, 0.464, 0.301, 0.396, 0.358, 0.445, 0.324, 0.399, 0.386, 0.375],
  "relative_energy_kcal_mol": 0.0,
  "total_charge": -1,
  "energy_ev": -118277.5290,
  "largest_force_ha_per_bohr": 0.00285,
  "lumo_energy_ev": 2.3
}